1.
Computed, not measured: C74H126F6N19O4S2 as an isolated structure, with ωB97M-V/def2-TZVPD.

As for the charge: -1.

Each line ends with the Löwdin charge.
CARTESIAN COORDINATES (ANGSTROEM)
C: 2.92436 -0.26805 -0.00007  -0.61
F: 4.20236 -0.40175 0.39155  0.10
F: 2.88055 0.52115 -1.07866  0.14
F: 2.58256 -1.50134 -0.46376  0.10
S: 1.96184 0.32762 1.45797  0.60
O: 2.12900 -0.73173 2.42755  -0.29
O: 2.43891 1.63536 1.74098  -0.27
N: 0.45856 0.27335 0.94005  -0.28
S: -0.36192 1.43741 0.30126  0.56
O: -1.04981 2.26041 1.25207  -0.28
O: 0.20475 2.10560 -0.81256  -0.27
C: -1.75915 0.33183 -0.33718  -0.64
F: -2.43700 1.15518 -1.16037  0.10
F: -1.36181 -0.72251 -1.11284  0.09
F: -2.50599 -0.17815 0.60601  0.16
C: -6.49712 0.01516 4.18490  -0.08
C: -6.44461 -1.03690 3.00516  -0.22
C: -7.76075 -1.83373 2.79033  -0.21
C: -7.95819 -2.77231 3.85729  -0.24
N: -8.25126 -3.55938 4.69530  0.13
H: -7.36601 0.63190 3.99836  0.04
H: -5.65323 0.68814 4.07574  0.02
H: -6.52267 -0.44934 5.16305  0.07
H: -5.61321 -1.71412 3.04434  0.07
H: -6.34477 -0.37181 2.13479  0.09
H: -7.76282 -2.31674 1.81956  0.08
H: -8.67773 -1.22660 2.77124  0.12
C: -9.42095 2.62925 0.66104  -0.11
C: -9.13332 2.78598 2.12820  -0.27
C: -7.64472 2.97616 2.35570  -0.22
C: -7.11149 4.31360 2.11791  -0.23
N: -6.69900 5.40434 2.01443  0.15
H: -8.57181 2.06320 0.27006  0.05
H: -9.33060 3.63094 0.20378  0.08
H: -10.43401 2.36143 0.29753  0.08
H: -9.38280 1.90878 2.73755  0.10
H: -9.69294 3.61204 2.58428  0.12
H: -7.02063 2.31981 1.70179  0.13
H: -7.35099 2.74106 3.37036  0.09
C: 9.34438 -3.44043 -0.41100  -0.12
C: 8.05871 -2.64584 -0.42616  -0.26
C: 8.22480 -1.14685 -0.84890  -0.18
C: 8.81555 -0.99481 -2.14841  -0.25
N: 9.27660 -0.70163 -3.17096  0.16
H: 9.07199 -4.52948 -0.26898  0.09
H: 10.12138 -3.10828 0.29710  0.08
H: 9.79094 -3.31199 -1.44854  0.08
H: 7.59140 -2.79390 0.55006  0.09
H: 7.26990 -3.04401 -1.02982  0.09
H: 8.82064 -0.66708 -0.11747  0.10
H: 7.27378 -0.65801 -0.76869  0.08
C: -4.19203 -4.60067 3.37441  -0.11
C: -4.30859 -6.03237 2.96382  -0.26
C: -4.61224 -6.09592 1.47637  -0.19
C: -5.86503 -5.41067 1.09747  -0.23
N: -6.75837 -4.82781 0.75189  0.16
H: -5.10254 -3.98344 3.15205  0.07
H: -3.40174 -4.11546 2.82135  0.06
H: -3.89327 -4.45767 4.42699  0.09
H: -5.07332 -6.64490 3.41936  0.11
H: -3.40830 -6.54304 3.17605  0.10
H: -4.61863 -7.14214 1.10425  0.13
H: -3.76665 -5.62535 0.93628  0.11
C: -3.19906 5.29470 -0.54988  -0.07
C: -3.73055 4.20669 0.45745  -0.22
C: -3.28943 4.50088 1.93342  -0.16
C: -3.97599 3.56039 2.87130  -0.19
N: -4.54636 2.86847 3.58721  0.17
H: -2.10402 5.33293 -0.51981  0.05
H: -3.61828 6.25680 -0.24093  0.07
H: -3.57396 4.95121 -1.52211  0.05
H: -3.30777 3.22478 0.26467  0.08
H: -4.82647 4.13880 0.43691  0.08
H: -3.71449 5.46249 2.23797  0.11
H: -2.24980 4.42086 2.11026  0.07
C: 8.31785 3.08164 0.33832  -0.10
C: 7.16101 2.75913 1.30408  -0.25
C: 5.97259 2.33125 0.45973  -0.18
C: 5.64860 3.35086 -0.56352  -0.22
N: 5.25626 4.14499 -1.26364  0.19
H: 8.31023 2.32500 -0.46882  0.07
H: 9.37641 3.05274 0.76253  0.09
H: 8.13676 4.06283 -0.06406  0.06
H: 6.89588 3.61076 1.96775  0.11
H: 7.51585 1.98213 1.94749  0.07
H: 5.07852 2.21997 1.03981  0.07
H: 6.12532 1.36640 -0.04966  0.11
C: -5.20106 3.07911 -3.43955  -0.10
C: -3.91043 2.82952 -4.14539  -0.30
C: -4.19075 2.51918 -5.63712  -0.17
C: -4.50328 1.06234 -5.72195  -0.22
N: -4.71223 -0.06227 -5.79459  0.16
H: -5.86839 2.12881 -3.46634  0.09
H: -5.58284 3.91529 -4.07980  0.09
H: -5.12268 3.46284 -2.43618  0.05
H: -3.31314 2.05389 -3.81202  0.05
H: -3.25008 3.73329 -4.13965  0.09
H: -3.31213 2.61081 -6.26625  0.10
H: -5.05774 3.11886 -6.08919  0.14
C: 5.37549 -0.64999 6.39998  -0.14
C: 5.08515 0.68617 5.78464  -0.26
C: 4.60664 0.56674 4.29937  -0.17
C: 5.72822 0.07738 3.47487  -0.23
N: 6.60367 -0.29775 2.81718  0.16
H: 5.43035 -0.63847 7.50585  0.07
H: 6.24266 -1.22347 6.03451  0.08
H: 4.47223 -1.29109 6.20779  0.05
H: 6.00145 1.36379 5.80555  0.13
H: 4.18847 1.11323 6.31147  0.12
H: 4.34443 1.53759 3.90038  0.07
H: 3.86494 -0.28619 4.22830  0.10
C: -2.95881 -2.81387 -5.12475  -0.13
C: -3.63075 -4.09856 -4.73004  -0.22
C: -2.87785 -4.86601 -3.57377  -0.17
C: -3.65817 -6.01345 -3.13639  -0.25
N: -4.39978 -6.87136 -2.97919  0.14
H: -1.94643 -2.89411 -5.40848  0.05
H: -2.89349 -2.18766 -4.27013  0.03
H: -3.50657 -2.27839 -5.90910  0.06
H: -3.76756 -4.81473 -5.56041  0.12
H: -4.63230 -3.85265 -4.41430  0.08
H: -2.60788 -4.18599 -2.75761  0.09
H: -1.90496 -5.21745 -3.88519  0.11
C: 3.98542 -3.92837 -1.81659  -0.10
C: 3.79362 -4.30399 -3.31140  -0.24
C: 2.93723 -3.27666 -3.94487  -0.23
C: 1.60618 -3.24270 -3.33982  -0.19
N: 0.50462 -3.02745 -3.07747  0.19
H: 4.58550 -4.67409 -1.26134  0.07
H: 3.09767 -4.00213 -1.34557  0.00
H: 4.43435 -2.93923 -1.55284  0.07
H: 3.35483 -5.36165 -3.33394  0.14
H: 4.67379 -4.18959 -3.93941  0.11
H: 2.82838 -3.57234 -5.02172  0.14
H: 3.36208 -2.28204 -4.01702  0.07
C: 7.25954 2.17839 -3.68652  -0.11
C: 5.90716 2.08259 -4.37094  -0.25
C: 4.93463 1.61133 -3.36578  -0.23
C: 5.25409 0.25066 -3.19350  -0.28
N: 5.61736 -0.81323 -3.06857  0.22
H: 7.55377 1.28013 -3.11882  0.04
H: 7.21330 3.04631 -3.04359  0.05
H: 8.13737 2.32888 -4.34518  0.09
H: 5.98468 1.46731 -5.29979  0.13
H: 5.67789 3.07374 -4.76688  0.11
H: 3.96494 1.65647 -3.68278  0.05
H: 5.09854 2.18049 -2.45357  0.08
C: 4.52374 -5.73611 2.85103  -0.12
C: 5.27813 -4.48314 2.47687  -0.22
C: 4.27760 -3.23813 2.49216  -0.17
C: 3.68273 -3.03930 3.80694  -0.24
N: 3.26730 -2.96650 4.90620  0.17
H: 3.89644 -5.63656 3.74542  0.07
H: 5.20062 -6.48066 3.08594  0.04
H: 3.85873 -6.05175 2.02827  0.08
H: 5.77263 -4.48386 1.49983  0.09
H: 6.06054 -4.20765 3.28473  0.13
H: 3.41506 -3.49004 1.84249  0.11
H: 4.68868 -2.33305 2.11308  0.07
C: 0.95271 5.61632 3.63323  -0.06
C: 0.93834 4.36080 2.68686  -0.23
C: 2.10478 4.34586 1.67574  -0.19
C: 3.35357 4.06878 2.40983  -0.22
N: 4.31424 3.92453 3.03568  0.18
H: 1.47297 5.56648 4.54502  0.05
H: -0.03568 5.92085 3.85676  0.05
H: 1.41678 6.30721 2.94192  0.07
H: 0.04228 4.42415 2.07529  0.08
H: 0.87521 3.42935 3.24911  0.09
H: 2.25732 5.33303 1.13817  0.13
H: 1.84480 3.58914 0.88862  0.09
C: -1.78875 2.09347 5.50328  -0.12
C: -0.58233 1.51081 4.80644  -0.26
C: -0.65049 -0.02488 4.95346  -0.15
C: -1.88216 -0.45539 4.22649  -0.22
N: -2.83650 -0.92602 3.83727  0.18
H: -2.73389 2.02283 4.98697  0.02
H: -1.66115 3.21314 5.65250  0.10
H: -1.97842 1.55292 6.42709  0.07
H: 0.35486 1.87137 5.30767  0.12
H: -0.52449 1.80791 3.78040  0.07
H: -0.83859 -0.30138 6.01150  0.13
H: 0.17777 -0.59507 4.53900  0.10
C: -0.71793 0.03585 -5.94021  -0.08
C: -0.31949 1.18281 -5.03995  -0.23
C: 0.68056 0.71700 -3.93916  -0.16
C: 1.88099 0.20199 -4.52541  -0.19
N: 2.94614 -0.14759 -4.86374  0.19
H: -1.61159 0.31079 -6.52477  0.07
H: -1.00020 -0.76994 -5.28326  0.05
H: 0.08135 -0.25313 -6.57619  0.07
H: -1.17258 1.60917 -4.45293  0.11
H: 0.11086 2.00003 -5.51352  0.08
H: 0.24263 -0.07550 -3.33698  0.11
H: 0.95063 1.55229 -3.29313  0.10
C: -0.99723 -3.79165 -0.19742  -0.11
C: 0.25051 -3.13162 0.40837  -0.21
C: 0.19384 -3.25291 2.01919  -0.15
C: 0.54474 -4.60518 2.44059  -0.25
N: 0.89650 -5.66164 2.72160  0.14
H: -1.13923 -4.79292 0.24342  0.07
H: -0.88506 -3.92446 -1.27936  0.02
H: -1.89154 -3.18427 -0.08276  0.06
H: 0.24304 -2.05056 0.29843  0.05
H: 1.20644 -3.50437 0.07790  0.08
H: -0.84469 -3.10933 2.43603  0.12
H: 0.73911 -2.51393 2.48893  0.04
C: -4.65795 -1.25986 -2.04096  -0.08
C: -5.90572 -2.13983 -2.38220  -0.21
C: -7.09061 -1.69638 -1.48883  -0.19
C: -7.64570 -0.41105 -1.87050  -0.23
N: -7.93813 0.64714 -2.15660  0.16
H: -3.77943 -1.47266 -2.68323  0.05
H: -4.41831 -1.23963 -1.00787  0.05
H: -4.89929 -0.22421 -2.31049  0.06
H: -5.69636 -3.18787 -2.24894  0.08
H: -6.19862 -1.98537 -3.49100  0.13
H: -6.81324 -1.58137 -0.44324  0.10
H: -7.82239 -2.47410 -1.53927  0.11
C: 2.34603 4.28124 -3.72277  -0.09
C: 2.27013 4.36030 -2.23700  -0.25
C: 1.06842 5.27046 -1.80858  -0.15
C: -0.10425 4.81689 -2.50110  -0.25
N: -1.02465 4.48287 -3.11201  0.20
H: 3.26958 3.77409 -4.11157  0.08
H: 2.42673 5.28669 -4.14464  0.09
H: 1.44697 3.80368 -4.08860  0.05
H: 3.18990 4.69850 -1.81264  0.05
H: 2.01065 3.48158 -1.74426  0.06
H: 1.27772 6.32735 -2.05012  0.13
H: 0.90398 5.20286 -0.74478  0.09

=====

2.
Computed, not measured: a 8-piece molecular cluster, C30H48O24 overall, with ωB97M-V/def2-TZVPD.

As for the SMILES: C[C@H]1COC(=O)O1.C[C@H]1COC(=O)O1.C[C@H]1COC(=O)O1.C[C@H]1COC(=O)O1.C[C@H]1COC(=O)O1.C[C@H]1COC(=O)O1.COC(=O)OC.COC(=O)OC.

Each line ends with the Löwdin charge.
CARTESIAN COORDINATES (ANGSTROEM)
C: -2.90734 -2.02992 0.15168  0.00
C: -3.52705 -2.26350 -1.21967  -0.31
C: -2.71688 -1.66338 -2.38304  -0.08
O: -2.82966 -2.67309 -3.33823  0.09
C: -3.28192 -3.81324 -2.84286  -0.54
O: -3.30067 -4.92415 -3.42766  0.09
O: -3.68905 -3.58574 -1.62230  0.10
H: -2.93107 -0.95099 0.39746  0.10
H: -1.84781 -2.32036 0.08962  0.08
H: -3.28812 -2.61856 0.95064  0.05
H: -4.55052 -1.85142 -1.20183  0.15
H: -1.66206 -1.47120 -2.06994  0.13
H: -3.09109 -0.71542 -2.77867  0.12
C: -5.89788 -3.93693 1.07294  0.00
C: -6.17772 -2.87623 2.15131  -0.26
C: -5.65845 -3.20441 3.55776  -0.10
O: -4.88966 -2.15354 3.99471  0.13
C: -4.72209 -1.31866 3.01900  -0.60
O: -3.96217 -0.35777 2.96351  0.12
O: -5.45632 -1.65426 1.97352  0.07
H: -4.89060 -4.04421 0.75164  0.06
H: -6.51283 -3.64359 0.25621  0.08
H: -6.17870 -4.96099 1.38748  0.11
H: -7.24676 -2.58927 2.19225  0.16
H: -5.01278 -3.96939 3.45874  0.10
H: -6.51512 -3.40971 4.20862  0.15
C: 3.91856 0.08577 -1.37084  0.00
C: 5.36286 -0.37715 -1.41019  -0.25
C: 6.47311 0.67748 -1.48202  -0.07
O: 7.43187 0.15825 -0.58720  0.08
C: 6.90793 -0.82997 0.11857  -0.63
O: 7.55115 -1.49316 0.92177  0.12
O: 5.68161 -1.05592 -0.17973  0.12
H: 3.71011 0.47589 -2.35730  0.07
H: 3.85139 0.89832 -0.68169  0.06
H: 3.21232 -0.69266 -1.05970  0.09
H: 5.48314 -1.12642 -2.16790  0.15
H: 6.18344 1.63655 -1.19957  0.09
H: 6.99418 0.70687 -2.41392  0.13
C: -1.56243 1.75309 1.63650  -0.01
C: -0.49216 1.79303 0.57684  -0.28
C: 0.94497 1.64134 1.11890  -0.05
O: 1.30428 0.31384 0.66499  0.03
C: 0.33168 -0.18624 -0.12504  -0.66
O: 0.37903 -1.22645 -0.67582  0.15
O: -0.71753 0.54572 -0.03676  0.07
H: -1.54199 2.61700 2.30362  0.09
H: -1.51041 0.93129 2.39349  0.10
H: -2.57994 1.83211 1.24893  0.08
H: -0.55635 2.63068 -0.09399  0.13
H: 1.06560 1.87969 2.19930  0.14
H: 1.68877 2.36683 0.68183  0.14
C: 0.36152 -3.28414 1.78797  0.01
C: 0.00435 -2.01191 2.62698  -0.28
C: -0.73896 -2.19145 3.95784  -0.12
O: -0.38327 -1.08819 4.68814  0.11
C: 0.75424 -0.58593 4.18971  -0.54
O: 1.39336 0.32433 4.69331  0.13
O: 1.08040 -1.20186 3.05102  0.07
H: 0.99743 -2.97994 0.93817  0.08
H: -0.45651 -3.95978 1.55719  0.08
H: 1.07902 -3.88882 2.33503  0.08
H: -0.54766 -1.23894 2.09182  0.13
H: -0.58042 -3.16000 4.41592  0.14
H: -1.77857 -2.15568 3.69244  0.12
C: 1.89278 1.35521 -5.20885  -0.01
C: 1.02937 2.29540 -4.37752  -0.25
C: 0.61700 1.63244 -3.08529  -0.10
O: 0.85499 2.60227 -2.07079  0.03
C: 1.49160 3.66812 -2.62429  -0.60
O: 1.79515 4.63317 -1.98688  0.16
O: 1.70548 3.53244 -3.91233  0.13
H: 2.75869 1.09355 -4.59129  0.08
H: 2.22989 1.69906 -6.13690  0.07
H: 1.39539 0.41386 -5.40274  0.10
H: 0.21600 2.53405 -5.00764  0.13
H: 1.15736 0.76384 -2.85328  0.11
H: -0.47496 1.43521 -3.06754  0.13
C: 7.65605 2.95124 1.33982  -0.13
O: 7.04974 2.06196 2.14177  0.02
C: 5.71514 1.83072 1.90118  -0.35
O: 4.94931 2.51597 0.91162  -0.08
O: 5.17628 0.87562 2.62701  0.03
C: 3.78429 0.58421 2.49809  -0.02
H: 8.74620 2.85824 1.47555  0.11
H: 7.48300 4.02627 1.49295  0.11
H: 7.56869 2.80817 0.26801  0.08
H: 3.49791 0.07646 1.55200  0.09
H: 3.19649 1.46595 2.48297  0.07
H: 3.58185 -0.13510 3.33159  0.11
C: -1.99335 4.01692 -2.85089  0.00
O: -3.34726 3.83232 -2.36586  0.02
C: -3.60954 2.67538 -1.72988  -0.40
O: -2.72047 1.61046 -1.79171  -0.05
O: -4.77198 2.59280 -1.12019  0.04
C: -5.24956 1.31427 -0.74588  -0.05
H: -1.30546 4.06164 -2.01829  0.10
H: -1.93312 4.85746 -3.47875  0.09
H: -1.75698 3.23019 -3.56385  0.09
H: -6.37277 1.39933 -0.52148  0.13
H: -4.87030 0.78945 0.15746  0.09
H: -5.09871 0.50791 -1.40938  0.06

=====

3.
Computed, not measured: a 3-piece molecular cluster, C4H10 overall, with ωB97M-V/def2-TZVPD.

Each line ends with the Löwdin charge.
CARTESIAN COORDINATES (ANGSTROEM)
C: -0.95545 -1.04421 -0.02454  -0.07
C: 0.03010 -0.07195 0.41131  -0.66
C: -0.38039 1.30380 0.06250  -0.09
C: 1.47193 -0.40477 0.06061  -0.08
H: -1.08141 -0.16922 -1.39904  0.11
H: -0.65990 -2.10359 -0.04035  0.07
H: -1.98706 -0.88464 0.28762  0.06
H: -0.09222 0.35359 1.45794  0.16
H: 0.38175 2.07242 0.27014  0.08
H: -1.37260 1.58375 0.42433  0.07
H: -0.86951 0.81216 -1.40833  0.12
H: 1.76329 -1.39161 0.43701  0.08
H: 2.14874 0.33933 0.49068  0.07
H: 1.60273 -0.39504 -1.02986  0.09

=====

4.
Computed, not measured: an isolated ion of composition CH3NO3P and charge -1, with ωB97M-V/def2-TZVPD.

As for the SMILES: N=[P@]([O-])(O)C=O. As for the charge: -1.

Each line ends with the Löwdin charge.
CARTESIAN COORDINATES (ANGSTROEM)
C: -1.17405 -0.26455 0.71258  -0.40
N: 0.38887 1.58375 -0.42031  -0.28
O: 1.58663 -0.63876 1.11006  -0.42
O: -2.13682 -0.51081 0.01870  -0.07
O: 0.66379 -1.31832 -1.19958  -0.21
P: 0.53077 -0.29809 0.11987  0.47
H: -1.39417 0.37755 1.58286  0.07
H: 1.28638 1.92025 -0.03333  -0.16
H: 0.24859 -0.85102 -1.89085  0.00

=====

Kohn-Sham gap: 10.93 10.32 9.63 7.46 (eV)
Largest force on an atom: 0.102 0.163 0.039 0.111 (hartree/bohr)
Highest occupied orbital energy: -8.974 -10.176 -8.568 -3.351 (eV)